[1]
Molecular formula: C16H39N3O8S
Method: DFT, wB97M-V/def2-TZVPD

Each line ends with the Löwdin charge.
Element x y z (Å)
C1 -1.8481 -1.2106 3.8473  -0.121
C2 -1.4212 -2.7078 4.3625  -0.157
C3 -1.5059 -3.8853 3.2249  -0.499
N1 -2.0113 -3.5705 1.8342  0.070
C4 -2.4265 -5.0373 3.9416  -0.124
O1 -1.4375 -5.7447 4.8187  -0.239
S1 -0.0488 -5.8229 3.7924  0.883
O2 0.0488 -7.0674 2.8769  -0.304
O3 1.2181 -5.7018 4.6877  -0.333
O4 -0.0980 -4.2698 3.0114  -0.205
H1 -2.1344 -0.5924 4.8272  0.089
H2 -2.7347 -1.1793 3.0838  0.079
H3 -0.8541 -0.6914 3.4381  0.081
H4 -2.0432 -2.9768 5.3389  0.126
H5 -0.2809 -2.6442 4.6968  0.136
H6 -2.2284 -4.5190 1.4068  0.098
H7 -1.1964 -3.2093 1.2579  0.108
H8 -2.9106 -5.8915 3.2784  0.150
H9 -3.3264 -4.6234 4.6011  0.163
C5 2.6666 -1.2433 2.9134  -0.104
O5 2.4196 0.0935 3.3310  -0.207
C6 3.6192 0.8566 3.5089  -0.202
C7 3.7263 1.9498 2.4345  -0.206
N2 3.9994 1.3729 1.1132  -0.056
C8 3.8651 2.3366 0.0149  -0.194
C9 2.4641 2.9285 -0.2388  -0.208
O6 1.5104 1.9728 -0.7103  -0.205
C10 0.8562 1.2397 0.3178  -0.094
H10 1.7208 -1.7899 2.9466  0.072
H11 3.0398 -1.2669 1.8871  0.078
H12 3.3768 -1.7390 3.5831  0.093
H13 4.5151 0.2241 3.5293  0.122
H14 3.5378 1.3416 4.4878  0.119
H15 4.5345 2.6393 2.7003  0.122
H16 2.7845 2.5065 2.4329  0.099
H17 3.3534 0.6057 0.9458  0.067
H18 4.1800 1.8158 -0.8962  0.118
H19 4.5791 3.1555 0.1697  0.117
H20 2.5660 3.6631 -1.0438  0.119
H21 2.0731 3.4813 0.6219  0.109
H22 0.7317 1.8216 1.2345  0.091
H23 1.3989 0.3156 0.5185  0.070
H24 -0.1355 0.9582 -0.0478  0.084
C11 -1.8248 -0.9339 -5.2622  -0.114
O7 -1.8319 -0.3967 -3.9454  -0.201
C12 -0.5405 0.0492 -3.5141  -0.198
C13 -0.5132 1.5804 -3.3896  -0.205
N3 -0.5641 2.2229 -4.7077  -0.054
C14 -0.7919 3.6711 -4.6445  -0.194
C15 -2.1376 4.1503 -4.0640  -0.216
O8 -3.2673 3.8181 -4.8757  -0.183
C16 -3.7950 2.5180 -4.6437  -0.100
H25 -2.8038 -1.3807 -5.4522  0.089
H26 -1.6581 -0.1472 -6.0015  0.075
H27 -1.0626 -1.7132 -5.3642  0.087
H28 0.2639 -0.3154 -4.1648  0.123
H29 -0.3782 -0.3809 -2.5197  0.112
H30 0.4048 1.8846 -2.8759  0.106
H31 -1.3676 1.8781 -2.7743  0.101
H32 -1.3144 1.8051 -5.2522  0.066
H33 -0.7176 4.0429 -5.6724  0.116
H34 0.0283 4.1368 -4.0835  0.115
H35 -2.1059 5.2441 -4.0387  0.117
H36 -2.2918 3.8320 -3.0276  0.107
H37 -3.6754 2.1951 -3.6065  0.088
H38 -3.3347 1.8028 -5.3258  0.068
H39 -4.8638 2.5420 -4.8750  0.088

The calculation puts the maximum force at 7.7 eV/Å. As for the energy: -1797.13183 Eh. The HOMO energy comes out at -8.6 eV. As for the structure (SMILES): CC[C@]1(N)COS(=O)(=O)O1.COCCNCCOC.COCCNCCOC. The total charge is 0. As for the HOMO-LUMO gap: 8.26 eV.

---

[2]
Molecular formula: C6H10BClFO6P
Method: DFT, wB97M-V/def2-TZVPD

Each line ends with the Löwdin charge.
Element x y z (Å)
C1 2.7870 0.4384 2.5299  -0.075
B1 2.0188 0.7689 1.1691  -0.438
C2 2.8550 0.5752 -0.1978  -0.127
C3 4.1666 1.3711 -0.0056  -0.827
O1 5.1905 0.8559 0.0948  0.103
Cl1 3.9563 3.1674 0.1032  0.634
P1 0.1896 1.3983 1.3292  0.848
O2 -0.8222 0.6169 0.2536  -0.319
O3 0.1721 3.0566 1.0393  -0.312
H1 2.1117 0.1494 3.3475  0.057
H2 3.3683 1.3606 2.7665  0.085
H3 3.5488 -0.3304 2.2944  0.074
H4 3.1832 -0.4836 -0.2242  0.122
H5 2.3244 0.8848 -1.1112  0.106
H6 -0.9254 -0.3142 0.5137  0.016
H7 0.9531 3.4152 1.4926  0.037
C4 -3.6936 -0.7869 -1.8717  -0.046
C5 -4.1217 -2.2189 -2.0400  -0.315
O4 -3.0645 -2.9338 -1.4247  0.144
C6 -2.5621 -2.1085 -0.4642  -0.545
O5 -1.8486 -2.4590 0.4208  0.173
O6 -2.9787 -0.8327 -0.6370  0.055
F1 -4.1825 -2.5665 -3.3476  0.079
H8 -3.0243 -0.4545 -2.6674  0.150
H9 -4.5357 -0.1005 -1.8118  0.144
H10 -5.0659 -2.4693 -1.5517  0.176

The calculation puts the maximum force at 3.5 eV/Å. As for the energy: -1612.33751 Eh. The HOMO energy comes out at -7.4 eV. As for the structure (SMILES): CB(CC(=O)Cl)P(O)O.O=C1OC[C@@H](F)O1. The total charge is 0. As for the HOMO-LUMO gap: 6.84 eV.

---

[3]
Molecular formula: C6H6O5SSc
Method: DFT, wB97M-V/def2-TZVPD

Each line ends with the Löwdin charge.
Element x y z (Å)
O1 0.5679 -3.2176 -2.3764  0.276
C1 0.6036 -2.0982 -2.0873  0.071
Sc1 0.6462 0.0649 -1.4790  1.025
O2 -2.6453 0.2672 -3.7665  0.200
C2 -1.6503 0.1866 -3.2030  0.091
C3 2.4800 0.2378 -2.8211  0.091
O3 3.3555 0.3128 -3.5874  0.277
C4 0.4961 2.2928 -1.8084  0.066
O4 0.3907 3.4414 -1.9436  0.271
C5 -1.0731 1.0804 2.4035  -0.186
S1 0.4813 0.2528 2.0810  1.101
C6 0.0559 -1.4260 2.5919  -0.173
O5 0.4392 0.0640 0.5133  -0.651
H1 -1.0884 1.3711 3.4526  0.100
H2 -1.9220 0.4347 2.1671  0.086
H3 -1.1040 1.9984 1.7911  0.085
H4 -0.9883 -1.6540 2.3273  0.090
H5 0.7469 -2.1216 2.0836  0.087
H6 0.2081 -1.4876 3.6611  0.092

The calculation puts the maximum force at 8.1 eV/Å. The energy relative to the best compared isomer or geometry (same formula, charge and spin) comes out at 0.0 kcal per mole. As for the energy: -1766.16740 Eh. The HOMO energy comes out at -22.3 eV. The total charge is +3. As for the HOMO-LUMO gap: 7.22 eV.

---

[4]
Molecular formula: C4H16O4
Method: DFT, wB97M-V/def2-TZVPD

Each line ends with the Mulliken spin population.
Element x y z (Å)
C1 0.8064 0.3153 1.4192  0.063
C2 -0.5444 -0.3592 1.6018  0.314
C3 -0.4836 -1.6577 2.1206  0.455
C4 -1.7867 0.3378 1.2926  0.042
H1 0.5879 1.3335 1.0997  0.000
H2 1.4068 -0.1251 0.6229  0.009
H3 1.1355 0.2379 2.4630  0.024
H4 -1.3769 -2.2692 2.2223  0.023
H5 0.4002 -2.1408 2.5065  0.017
H6 -2.3066 0.5709 2.2340  0.031
H7 -2.4628 -0.3338 0.7511  0.015
H8 -1.7056 1.2344 0.6784  0.004
H9 0.2546 3.6857 -0.2959  0.000
H10 -0.0773 4.0896 -1.7259  0.000
O1 -0.2535 3.3974 -1.0626  0.000
H11 1.2308 -3.5781 -0.2179  -0.001
H12 1.5376 -2.8153 -1.5388  0.000
O2 1.8385 -3.5209 -0.9549  0.001
H13 0.2062 1.8986 -2.5451  0.000
H14 1.2455 1.1118 -3.4203  0.000
O3 0.3732 1.0746 -3.0183  0.000
H15 0.2321 -0.3401 -2.0100  0.001
H16 -0.4483 -0.9799 -0.7681  -0.001
O4 0.1903 -1.1676 -1.4543  0.002

The calculation puts the maximum force at 2.5 eV/Å. The energy relative to the best compared isomer or geometry (same formula, charge and spin) comes out at 8.3 kcal per mole. As for the energy: -462.59609 Eh. The HOMO energy (alpha / beta) comes out at -13.6 / -13.6 eV. The spin multiplicity is 2. The total charge is +1. As for the HOMO-LUMO gap (alpha / beta): 8.49 / 5.03 eV.

---

[5]
Molecular formula: C15H33N2O13Sr
Method: DFT, wB97M-V/def2-TZVPD

Each line ends with the Mulliken spin population.
Element x y z (Å)
Sr1 -8.4292 11.4838 -9.9721  0.010
O1 -8.1805 9.8505 -14.0640  0.000
C1 -8.4208 10.2509 -12.8361  0.001
O2 -7.5309 10.0880 -12.0113  0.001
O3 -9.4042 10.8962 -12.5153  0.002
H1 -8.9256 10.2273 -14.5377  0.000
O4 -12.9683 11.6670 -8.7663  0.000
C2 -11.8734 11.7556 -9.5142  -0.050
O5 -10.7948 11.6631 -8.9418  0.082
O6 -11.8968 12.1102 -10.7637  0.496
H2 -12.6150 11.3685 -7.9250  0.001
O7 -9.2568 15.7739 -11.7990  0.009
C3 -9.5743 14.5197 -11.9004  -0.048
O8 -10.1976 14.1104 -12.9112  0.288
O9 -9.0908 13.7164 -11.1104  0.212
H3 -9.8424 15.9397 -12.5414  0.001
C4 -10.4123 8.2924 -9.7407  -0.001
O10 -9.1914 8.9892 -9.5248  -0.003
C5 -8.2118 8.1303 -8.9234  0.000
C6 -6.8628 8.8316 -8.7532  0.000
N1 -6.9838 10.2449 -8.3409  0.001
C7 -5.7083 10.9406 -8.2098  0.000
C8 -5.1212 11.3239 -9.5619  0.000
O11 -6.0556 12.1857 -10.1736  -0.003
C9 -5.5278 12.8429 -11.3084  0.000
H4 -10.9660 8.7575 -10.5563  0.000
H5 -11.0302 8.2841 -8.8428  0.000
H6 -10.2761 7.2642 -10.0760  0.000
H7 -8.0480 7.2490 -9.5435  0.000
H8 -8.6742 7.7456 -8.0144  0.000
H9 -6.3127 8.7342 -9.6891  0.000
H10 -6.1917 8.3293 -8.0565  0.000
H11 -7.2821 10.1150 -7.3848  0.000
H12 -5.0059 10.2441 -7.7518  0.000
H13 -5.8093 11.7474 -7.4838  0.000
H14 -5.0141 10.4105 -10.1470  0.000
H15 -4.1266 11.7604 -9.4707  0.000
H16 -6.1677 13.6569 -11.6489  0.001
H17 -5.5430 12.2200 -12.2027  0.000
H18 -4.5077 13.2189 -11.2305  0.000
C10 -9.7152 17.2440 -6.8184  0.000
O12 -8.8900 16.0369 -6.7889  0.000
C11 -8.5167 15.6292 -8.1085  0.002
C12 -7.6236 14.3622 -8.0891  0.000
N2 -8.4052 13.2019 -7.7449  0.001
C13 -8.5462 13.0384 -6.2247  0.000
C14 -9.1754 11.6726 -5.8137  0.002
O13 -8.3252 10.5436 -5.9613  0.000
C15 -8.9257 9.3418 -5.4786  0.000
H19 -10.5480 17.2967 -7.5197  0.000
H20 -9.0533 18.1055 -6.9074  0.000
H21 -10.1385 17.2523 -5.8140  0.000
H22 -7.8110 16.3352 -8.5462  0.001
H23 -9.3830 15.4700 -8.7506  0.001
H24 -6.7608 14.5010 -7.4375  0.000
H25 -7.1970 14.3198 -9.0912  0.000
H26 -9.2883 13.5541 -8.0858  -0.001
H27 -9.1868 13.8137 -5.8046  0.000
H28 -7.6332 13.2093 -5.6542  0.000
H29 -10.1426 11.5957 -6.3104  -0.002
H30 -9.4596 11.8176 -4.7714  0.000
H31 -8.2414 8.5037 -5.6103  0.000
H32 -9.8473 9.0320 -5.9714  0.000
H33 -9.1692 9.3673 -4.4165  0.000

The calculation puts the maximum force at 4.4 eV/Å. As for the energy: -1709.68996 Eh. The HOMO energy (alpha / beta) comes out at -7.9 / -7.6 eV. The spin multiplicity is 2. The total charge is 0. As for the HOMO-LUMO gap (alpha / beta): 8.15 / 4.04 eV.